Entry 1:
9
Properties=species:S:1:pos:R:3:forces:R:3 method="wB97M-V/def2-TZVPD" de_lowest_kj_mol=333.09 total_energy_ha=-829.09601 smiles="S=NI.C=C" orbital_gap_ev=6.8 homo_energy_ev=-8.758
S 2.526574 -2.517089 0.035792 0.3 0.9 0.0
N 2.361003 -1.006114 0.273633 1.0 -0.9 0.5
I 3.981614 0.457841 -0.022693 -0.2 -0.6 0.0
C 0.301154 0.413120 -0.148995 1.2 -0.5 0.5
C -0.838372 -0.136901 0.223559 -1.1 1.4 -0.3
H 1.083869 -0.077989 -0.801238 -1.9 1.2 0.1
H 0.656209 1.210426 0.494086 0.4 0.1 -0.3
H -1.491616 0.326637 0.974642 0.6 -0.1 -0.1
H -1.368593 -0.787772 -0.411527 -0.2 -1.4 -0.5


Entry 2:
45
Properties=species:S:1:pos:R:3:forces:R:3 method="wB97M-V/def2-TZVPD" de_lowest_kj_mol=0.00 total_energy_ha=-2268.03422 total_charge=+3 orbital_gap_ev=6.5 homo_energy_ev=-18.697
V 0.436227 -0.493163 -0.893586 -0.2 0.0 -0.2
O -2.790328 -1.578737 -3.035734 0.0 0.0 -0.1
C -1.845148 -1.010267 -2.608680 0.1 -0.1 0.2
N -1.259076 -1.203928 -1.309824 0.0 0.0 -0.1
C -1.916042 -2.123718 -0.420946 0.0 0.1 -0.1
O -3.019830 -2.531097 -0.533379 0.0 0.0 0.0
C -0.981364 -2.490493 0.688009 0.0 0.0 0.0
C -1.285891 -3.408184 1.667826 0.0 0.0 0.0
C -0.357434 -3.607484 2.682077 0.0 0.0 0.0
C 0.811931 -2.852276 2.696611 0.0 0.0 0.0
C 1.033992 -1.933830 1.689585 0.0 0.0 0.0
N 0.161374 -1.793221 0.676913 -0.1 0.0 -0.1
C -1.048126 0.005467 -3.359985 0.0 0.0 -0.1
C -1.428387 0.512549 -4.581471 0.0 0.0 0.0
C -0.634820 1.500591 -5.152041 0.0 0.0 0.0
C 0.495628 1.944731 -4.472129 0.0 0.0 0.0
C 0.812934 1.383998 -3.251511 0.0 0.0 0.0
N 0.058070 0.405084 -2.715427 0.0 -0.1 0.1
H -2.230691 -3.934702 1.626009 0.0 0.0 0.0
H -0.550518 -4.327078 3.467320 0.0 0.0 0.0
H 1.541885 -2.964484 3.486290 0.0 0.0 0.0
H 1.910577 -1.297045 1.691449 0.0 0.0 0.0
H -2.333034 0.145229 -5.048888 0.0 0.0 0.0
H -0.902745 1.934920 -6.106655 0.0 0.0 0.0
H 1.121633 2.727096 -4.878459 0.0 0.0 0.0
H 1.669072 1.723107 -2.681967 0.0 0.0 0.0
O 1.477195 3.341433 0.360733 0.1 -0.2 -0.5
C 0.908284 2.861502 1.195099 -0.1 0.5 0.8
O 0.394694 0.769029 0.012971 0.1 0.1 0.2
C 0.256622 2.628249 2.438601 0.0 0.0 -0.1
C 0.103996 3.798561 3.184343 -0.1 0.0 0.1
C -0.526807 3.662349 4.418961 0.0 0.0 0.0
C -0.937955 2.404088 4.803883 0.0 0.0 0.0
C -0.711038 1.299045 3.961018 0.0 0.0 0.0
N -0.124968 1.390510 2.785222 0.0 0.0 0.0
H 0.451931 4.758832 2.824719 0.0 0.0 0.0
H -0.685864 4.527337 5.048460 0.0 0.0 0.0
H -1.436867 2.254955 5.752606 0.0 0.0 0.0
H -1.029938 0.311106 4.268359 0.0 0.0 0.0
N 2.504121 -0.737426 -1.400342 -0.1 -0.1 -0.2
N 1.775731 -1.913899 -1.834568 0.0 -0.5 -0.1
H 2.966624 -0.280701 -2.184532 0.0 0.0 0.0
H 3.222853 -0.990168 -0.723024 0.0 0.1 0.0
H 2.097034 -2.772048 -1.390799 0.2 0.1 0.0
H 1.824460 -2.045821 -2.843117 0.0 0.1 0.0


Entry 3:
74
Properties=species:S:1:pos:R:3:forces:R:3 method="wB97M-V/def2-TZVPD" total_energy_ha=-3386.07068 total_charge=+1 multiplicity=5 orbital_gap_ev="6.5 / 7.9" homo_energy_ev="-10.707 / -10.798"
Mn -0.846128 -0.107051 -0.094374 -0.4 0.7 0.2
C 0.395929 2.425872 1.181834 0.0 -0.1 0.1
C 0.672384 1.471514 2.335795 0.0 0.0 -0.2
N 0.210045 0.107821 2.019787 -0.4 -0.4 -0.1
C 1.119759 -0.952222 2.510433 0.2 0.1 -0.1
C 2.574905 -0.833143 2.042985 -0.1 0.1 -0.1
S 2.914711 -0.542848 0.286910 0.2 -0.1 0.0
C 3.098115 1.250490 0.134364 -0.1 0.0 0.1
C 1.989413 1.942789 -0.651973 0.1 -0.2 0.2
N 0.619080 1.786012 -0.119992 -0.2 -0.3 -0.3
H 1.008194 3.322289 1.294134 0.1 0.1 0.0
H -0.645782 2.727340 1.213508 0.1 0.1 -0.1
H 0.195581 1.851795 3.239246 0.0 0.0 0.1
H 1.736104 1.432201 2.536662 0.0 0.0 0.1
H -0.681809 -0.046192 2.481165 0.1 0.1 0.2
H 0.711494 -1.913609 2.204986 -0.1 0.0 -0.1
H 1.146173 -0.946387 3.603598 0.0 0.0 0.1
H 3.055201 -1.787683 2.256713 0.0 0.0 0.1
H 3.123837 -0.084964 2.615056 0.0 0.0 0.0
H 4.031041 1.407912 -0.405682 0.0 0.1 0.0
H 3.232345 1.682914 1.126373 0.0 0.0 -0.1
H 1.989236 1.572848 -1.677714 0.0 0.0 0.0
H 2.236312 3.008295 -0.687073 0.0 0.1 -0.1
H 0.028527 2.277237 -0.781754 -0.1 0.1 -0.1
C -3.593498 -3.027379 -2.556152 0.0 -0.3 -0.1
Si -3.672424 -1.583368 -1.388516 0.0 0.0 0.0
C -4.020159 -0.108707 -2.454554 -0.1 0.2 -0.2
C -5.125192 -1.772393 -0.237442 -0.2 0.0 0.2
N -2.129433 -1.513860 -0.519508 0.9 -0.2 0.4
C -1.536621 -2.732660 -0.104389 -0.5 0.2 -0.1
C -2.185646 -3.894738 0.333331 -0.2 0.0 0.1
C -1.461504 -5.031183 0.676216 -0.1 0.0 0.0
C -0.073753 -5.062921 0.603886 0.0 0.0 0.0
C 0.605263 -3.924490 0.190545 0.2 -0.1 0.0
C -0.164806 -2.840602 -0.121811 0.2 0.3 -0.2
F 0.457302 -1.640739 -0.519184 0.2 -0.3 -0.2
H -4.514106 -3.036051 -3.153371 0.1 0.0 0.1
H -3.511495 -3.998550 -2.060955 0.0 0.1 -0.1
H -2.746719 -2.927153 -3.245444 -0.1 0.0 0.1
H -5.039343 -0.251752 -2.840762 0.2 0.0 0.0
H -3.345476 -0.050030 -3.315346 -0.2 0.0 0.1
H -3.992328 0.851237 -1.937149 -0.2 -0.2 -0.1
H -5.986527 -2.098986 -0.835360 0.1 0.1 0.1
H -5.390642 -0.816752 0.227908 0.0 -0.2 0.0
H -4.978363 -2.504938 0.561628 0.0 0.1 -0.1
H -3.266506 -3.904490 0.400532 0.1 0.0 0.0
H -1.998128 -5.910892 1.009999 0.0 0.0 0.0
H 0.475512 -5.958009 0.867789 0.0 0.1 0.0
H 1.686349 -3.881092 0.103550 -0.1 0.0 0.0
C -3.051956 -0.144348 2.475303 -0.1 0.0 0.3
Si -3.241324 1.421081 1.453782 0.1 -0.3 -0.2
C -5.010176 1.713906 0.964603 -0.3 0.1 -0.1
C -2.708565 2.847927 2.522670 0.1 0.3 0.3
N -2.184275 1.224860 0.047922 0.1 0.0 -0.6
C -2.227710 2.066895 -1.090631 0.1 0.1 0.4
C -2.810461 3.336176 -1.028351 0.0 0.2 0.1
C -2.835750 4.173099 -2.137541 -0.1 0.0 0.1
C -2.266752 3.786224 -3.339192 0.1 -0.1 -0.1
C -1.678097 2.532023 -3.422966 0.0 0.0 0.1
C -1.669963 1.687798 -2.321671 0.2 0.2 0.0
H -4.029554 -0.612310 2.639811 0.1 0.1 0.0
H -2.628629 0.068172 3.467913 -0.1 0.0 -0.2
H -2.439506 -0.897803 1.982361 -0.1 -0.2 0.0
H -5.667892 1.269475 1.722587 0.1 0.1 -0.1
H -5.266978 1.275421 -0.002551 0.0 0.1 0.1
H -5.239206 2.783876 0.920165 0.0 -0.1 0.0
H -3.517531 3.058411 3.235884 0.1 0.0 -0.1
H -2.527833 3.768932 1.957036 0.0 -0.1 0.1
H -1.809114 2.624135 3.109759 -0.2 0.1 -0.1
H -3.251370 3.675326 -0.096229 0.0 0.0 -0.2
H -3.310101 5.143393 -2.054817 0.0 0.0 0.0
H -2.284989 4.443713 -4.199769 0.0 0.0 0.1
H -1.246389 2.193812 -4.358762 0.0 0.0 0.1
H -1.280901 0.686475 -2.462543 0.1 -0.2 0.1